C4H8N2O | ωB97M-V with the def2-TZVPD basis set

Geometry as XYZ:
```
15
Properties=species:S:1:pos:R:3:forces:R:3:nbo_charge:R:1
C 1.48012 1.16988 0.25973 0.20 -0.05 -0.17 -0.67
C 0.11124 0.62569 0.59927 -0.87 -0.31 1.19 0.47
C -0.43153 -0.68904 -0.33627 0.50 -1.17 0.11 0.14
N -1.61667 -0.53289 -1.04475 -0.35 0.49 -0.08 -0.83
C 0.38124 -1.76553 -0.49120 -0.14 0.38 -0.52 -0.20
O -0.78339 1.71581 0.71131 0.21 -0.23 -0.81 -0.72
N -0.24309 -0.49003 1.24983 0.79 0.99 0.20 -0.54
H -1.44716 1.45072 1.36444 0.09 -0.20 -0.13 0.49
H -2.07024 0.34660 -0.82903 -0.05 -0.11 -0.06 0.39
H -2.25466 -1.31222 -0.94062 0.02 0.15 0.10 0.38
H 2.13466 0.39305 -0.13287 -0.09 -0.06 0.17 0.22
H 1.41479 1.95171 -0.49850 -0.11 0.01 0.11 0.23
H 1.92262 1.59613 1.16216 -0.06 -0.01 -0.03 0.23
H 1.32326 -1.84743 0.02649 -0.16 0.04 0.13 0.22
H 0.07883 -2.61244 -1.09999 0.00 0.07 -0.21 0.19
```
Forces are in eV/Å.

Computed properties:
Lowest unoccupied orbital energy   -0.18 eV
Orbital gap   7.951 eV
HOMO   -8.13 eV
Energy   -341.82348 Ha

=====

C4H8N2O | ωB97M-V with the def2-TZVPD basis set

Geometry as XYZ:
```
15
Properties=species:S:1:pos:R:3:forces:R:3:nbo_charge:R:1
C 1.07599 1.57059 -0.43928 -0.03 0.00 -0.03 -0.63
C 0.36858 0.40480 0.20573 0.00 0.10 -0.29 0.23
O 0.02750 0.70045 1.51089 -0.18 -0.12 0.16 -0.69
C -0.91019 -0.14136 -0.51598 0.28 0.31 -0.17 -0.28
N -1.46918 -1.15684 0.28498 -0.27 -0.02 -0.15 -0.85
C 1.23679 -0.91660 0.30337 -0.39 -0.59 0.10 0.33
N 0.69113 -1.95551 0.46237 0.44 0.44 -0.08 -0.52
H 1.94971 1.85002 0.15451 -0.12 -0.06 -0.08 0.23
H 0.39884 2.42830 -0.48103 0.08 -0.12 -0.01 0.23
H 1.40092 1.31455 -1.45246 -0.04 0.02 0.15 0.22
H -0.67581 0.04627 1.72236 0.13 0.14 0.07 0.51
H -0.67220 -0.38942 -1.56506 -0.04 -0.01 0.21 0.18
H -1.51851 0.78177 -0.51839 0.03 -0.13 0.04 0.22
H 0.05429 -2.71178 0.63446 0.06 0.01 -0.02 0.48
H -1.95786 -1.82525 -0.30647 0.06 0.02 0.10 0.34
```
Forces are in eV/Å.

Computed properties:
Lowest unoccupied orbital energy (spin up / spin down)   -0.20 / 0.00 eV
Orbital gap (spin up / spin down)   7.250 / 8.228 eV
HOMO (spin up / spin down)   -7.45 / -8.23 eV
Energy   -341.80903 Ha

=====

For the records above, the corresponding relative energy (zero: lowest compared OMol25 entry of this formula, charge and spin) values read 113.1, 122.1 kcal per mole.